Run one
Here is C3H4FN3 as an isolated structure from OMol25. Energies are from ωB97M-V with the def2-TZVPD basis set.

Last column: Löwdin charge in e.
Element x y z (Å)
H: 1.4829 -2.3843 -0.3812  0.0665
N: 0.6974 -0.5040 -0.8650  -0.0270
H: 0.6991 1.7828 0.4401  0.1190
H: 0.3127 1.9450 -1.5283  0.1048
C: -0.8511 -0.8755 1.0298  -0.2366
F: -1.8710 -0.5865 1.7277  0.1811
N: 0.0230 -1.7151 0.9493  0.1228
C: 0.9399 -1.5550 -0.1701  -0.1427
C: -0.0654 1.6356 -0.4813  -0.1209
N: -0.3051 0.2195 -0.5275  -0.1410
H: -1.0627 2.0376 -0.1935  0.0741

Properties
- molecular weight (g mol⁻¹) = 101.08

---

Run two
Here is C3H4FN3 as an isolated structure from OMol25. Energies are from ωB97M-V with the def2-TZVPD basis set.

Last column: Löwdin charge in e.
Element x y z (Å)
C: -0.2202 -0.0512 -1.1279  -0.0311
H: -0.3362 0.1104 -2.2167  0.1180
H: 1.8217 0.9158 -0.6179  0.1335
H: 1.4074 -0.7834 0.0624  0.1388
N: -1.3463 -0.8355 0.8819  -0.0252
C: 0.9781 0.2696 -0.1918  -0.2447
F: 1.3877 1.0775 2.0178  -0.1345
H: -2.1422 -0.7572 -1.0059  0.0697
N: 0.4306 0.9582 0.9462  -0.0640
C: -1.2766 -0.5712 -0.4969  -0.1471
N: -0.7039 -0.3329 1.7488  0.1864

Properties
- molecular weight (g mol⁻¹) = 101.08

---

Run three
Here is one molecule with the formula C3H4FN3 from OMol25. Energies are from ωB97M-V with the def2-TZVPD basis set.

Last column: Löwdin charge in e.
Element x y z (Å)
H: 1.2903 0.1381 2.4043  0.1373
N: -1.2261 -0.2227 0.5386  0.1019
H: -0.6682 1.6064 -2.0392  0.1060
H: -2.2791 0.7739 -2.1441  0.1418
N: 0.7644 0.3483 1.5615  -0.2532
H: -0.4811 -0.9456 2.4694  0.1038
C: -0.9247 0.2972 -0.4950  0.0059
C: -1.2028 0.7110 -1.8675  -0.1517
N: 1.1903 1.0418 0.7137  0.0995
F: -0.5026 -0.0869 -2.7978  -0.0717
C: -0.4436 -0.2533 1.6254  -0.2197

Properties
- molecular weight (g mol⁻¹) = 101.08

---

Most stable to least stable: run one, run three, run two

---

Run one
Here is a 2-piece molecular cluster, CH8NO overall from OMol25. Energies are from ωB97M-V with the def2-TZVPD basis set.

Last column: Löwdin charge in e.
Element x y z (Å)
H: -1.3323 0.3229 1.5756  0.1396
N: -1.6731 0.5146 0.6548  0.3117
H: -0.8318 0.6208 0.0747  0.0614
H: 1.2874 0.9935 -1.0411  0.0928
H: -2.1435 1.4377 0.7422  0.1744
H: 1.0966 -1.3084 0.4902  0.0881
C: 1.4761 -0.8341 -0.4497  -0.0232
O: 0.6034 0.3985 -0.7050  -0.1894
H: -2.2468 -0.2110 0.2208  0.1638
H: 1.2947 -1.5372 -1.2635  0.0865
H: 2.4693 -0.3973 -0.2990  0.0943

Properties
- molecular weight (g mol⁻¹) = 50.08
- charge = +1

---

Run two
Here is a 2-piece molecular cluster, CH8NO overall from OMol25. Energies are from ωB97M-V with the def2-TZVPD basis set.

Last column: Löwdin charge in e.
Element x y z (Å)
N: 0.7174 -0.6856 -0.0873  0.1387
H: -0.1208 -0.3789 0.4466  0.1309
C: 1.0107 0.2692 -1.2019  -0.0252
H: 1.2022 1.2789 -0.8012  0.1109
H: 1.9002 -0.0604 -1.7647  0.1089
H: -2.0141 1.0197 2.3098  0.0699
H: 1.5215 -0.7394 0.5701  0.1832
H: 0.1551 0.3226 -1.8959  0.1109
H: 0.5361 -1.6393 -0.4602  0.1832
H: -2.9243 0.1885 1.3582  0.0699
O: -1.9840 0.4247 1.5266  -0.0814

Properties
- molecular weight (g mol⁻¹) = 50.08
- charge = +1

---

Run three
Here is a 2-piece molecular cluster, CH8NO overall from OMol25. Energies are from ωB97M-V with the def2-TZVPD basis set.

Last column: Löwdin charge in e.
Element x y z (Å)
H: 0.7185 -0.3684 2.1158  0.1558
H: 0.4562 -1.9957 1.8898  0.1512
H: -0.8534 -0.3985 -1.4479  0.1071
H: 0.5789 1.5180 -1.9166  0.0884
C: -0.0078 1.3247 -1.0316  -0.0830
H: 0.1310 -0.9229 0.5980  0.0971
O: -0.1561 -0.1011 -0.8538  -0.1558
N: 0.1403 -1.0633 1.6422  0.3036
H: -0.9884 1.8087 -1.1320  0.0971
H: -0.8295 -0.9655 1.9547  0.1577
H: 0.4559 1.7326 -0.1419  0.0808

Properties
- molecular weight (g mol⁻¹) = 50.08
- charge = +1

---

Most stable to least stable: run two, run three, run one